Entry from the Open Molecules 2025 dataset: a structure of composition C20H41AlBrClCsF4N3NaO7 in a non-equilibrium geometry (wB97M-V/def2-TZVPD).

2S+1: 1
E_HOMO, eV: -8.93
Net charge: +1

Last column: Mulliken charge in e.
Geometry (Å):
1 F 1.61035 2.15073 0.06935  -0.238
2 C 2.12887 1.36654 0.98821  0.997
3 F 2.96910 0.48383 0.32644  -0.453
4 F 2.80911 2.12328 1.93448  -0.430
5 C 0.99253 0.56439 1.58734  0.896
6 O 1.39110 -0.73020 1.91734  -0.364
7 C 1.81561 -0.88465 3.24666  -0.519
8 C 3.33684 -0.74304 3.42407  -0.581
9 N 3.70974 -0.24295 4.76334  -0.021
10 C 5.15965 -0.04849 5.05119  -0.483
11 C 5.01638 0.58334 6.41134  -0.610
12 O 4.15295 1.70643 5.98733  -0.412
13 C 3.16544 1.12361 5.21178  -0.250
14 H 0.56938 1.11826 2.42178  0.540
15 H 0.23863 0.51670 0.79518  -1.004
16 H 1.25686 -0.22015 3.90159  0.299
17 H 1.56218 -1.89568 3.53949  0.522
18 H 3.81596 -0.17628 2.63200  0.053
19 H 3.75545 -1.73807 3.34589  0.430
20 H 3.36531 -0.93304 5.42806  0.417
21 H 5.80752 -0.90198 4.94789  0.390
22 H 5.42984 0.80735 4.44568  0.335
23 H 4.35664 0.01331 7.05281  0.348
24 H 5.98084 0.82636 6.88768  0.365
25 H 2.79483 1.72971 4.39826  0.255
26 H 2.34142 0.88586 5.88483  0.381
27 C -2.05635 0.84802 -0.56217  0.164
28 O -1.79257 1.75106 0.21167  -0.686
29 N -2.34034 1.11672 -1.89900  0.413
30 C -2.67492 0.06789 -2.88241  0.147
31 C -2.25502 2.48856 -2.32383  -1.094
32 H -2.16742 -0.19729 -0.28521  0.178
33 H -1.92366 0.06314 -3.71472  -0.472
34 H -3.67909 0.24350 -3.32698  0.209
35 H -2.66782 -0.90266 -2.39689  0.331
36 H -1.25563 2.89611 -2.17253  0.407
37 H -2.93895 3.15025 -1.75097  0.286
38 H -2.52843 2.55027 -3.38152  0.473
39 Br -0.11152 -0.72859 -4.80551  -0.733
40 C 0.03626 1.81207 -8.64660  0.055
41 O -1.00905 2.24548 -8.16505  -0.674
42 N 0.19089 0.61076 -9.18230  0.185
43 C 1.46439 0.15801 -9.71872  -0.916
44 C -0.95875 -0.28866 -9.23296  -0.873
45 H 0.96408 2.41256 -8.65537  0.345
46 H 1.35926 -0.08073 -10.77667  0.347
47 H 1.79524 -0.73263 -9.18486  0.350
48 H 2.21425 0.93715 -9.60705  0.289
49 H -1.76260 0.16828 -9.80790  0.311
50 H -1.32218 -0.48300 -8.22421  0.269
51 H -0.66314 -1.22348 -9.69718  0.377
52 C -2.27923 -0.34642 3.51020  -1.368
53 C -1.78116 -1.46431 2.59406  0.896
54 C -2.90244 -2.21401 1.88331  -0.622
55 C -3.87547 -2.94739 2.80783  -0.994
56 C -3.22691 -3.97197 3.73636  -0.346
57 C -2.53536 -5.11285 2.99331  -1.196
58 H -2.90234 -0.72880 4.31902  0.433
59 H -1.44117 0.18429 3.97349  0.335
60 H -2.86172 0.38478 2.94710  0.245
61 H -1.16175 -2.16230 3.16720  0.136
62 H -1.12941 -1.03071 1.83395  -0.400
63 H -2.45921 -2.92218 1.17972  0.473
64 H -3.47068 -1.50353 1.27309  0.201
65 H -4.62554 -3.45137 2.19178  0.434
66 H -4.42672 -2.22129 3.41195  0.336
67 H -4.00225 -4.39154 4.38064  0.402
68 H -2.51174 -3.48069 4.40254  0.188
69 H -3.24143 -5.64355 2.35297  0.297
70 H -2.11784 -5.83362 3.69653  0.384
71 H -1.71624 -4.75278 2.36879  0.274
72 Al -4.57154 1.76471 -1.99245  0.461
73 F -0.32266 -0.45613 -0.77549  -0.828
74 C -1.19549 5.61723 -4.04199  0.819
75 O -0.51249 6.56832 -4.39588  -0.358
76 O -2.15476 5.69766 -3.23078  -0.298
77 O -1.02250 4.42790 -4.42990  -0.299
78 Na -0.02243 1.69310 -5.69301  0.635
79 Cl 6.61143 -0.02000 8.71711  -0.656
80 Cs 4.35387 2.01538 0.41838  0.865


Entry from the Open Molecules 2025 dataset: a structure of composition C20H41Br14N2O4PS in a non-equilibrium geometry (wB97M-V/def2-TZVPD).

2S+1: 1
E_HOMO, eV: -8.37

Last column: Mulliken charge in e.
Geometry (Å):
1 C 2.47945 -2.20004 4.54910  -0.699
2 N 2.10493 -2.73621 3.23498  -0.041
3 C 2.86577 -2.20022 2.09917  -0.492
4 C 0.68669 -2.64956 2.99309  0.283
5 O 0.06302 -3.64397 2.76848  -0.511
6 C 0.05089 -1.25932 3.09887  -0.159
7 N -1.23730 -1.11145 2.39160  -0.007
8 S -2.51437 -2.10726 3.06051  -0.020
9 C -1.64565 0.27688 2.58007  0.595
10 O -2.60595 0.59088 3.19715  -0.501
11 O -0.86755 1.22754 1.99077  0.081
12 P 0.08316 2.21110 3.02392  0.044
13 C 1.81957 1.76835 2.58101  -0.575
14 O -0.05471 1.62781 4.54430  -0.564
15 H 2.91232 -2.98460 5.17539  0.289
16 H 1.63888 -1.78800 5.11252  0.286
17 H 3.23153 -1.40792 4.47675  0.252
18 H 3.18103 -3.04221 1.47729  0.287
19 H 3.77703 -1.69162 2.40296  0.202
20 H 2.29812 -1.51625 1.46235  0.126
21 H 0.74189 -0.54272 2.65422  -0.502
22 H -0.07718 -1.05429 4.16843  0.515
23 H -2.08544 -2.23409 4.33648  0.046
24 H 2.39440 2.67598 2.41477  0.316
25 H 1.78690 1.13945 1.68528  0.021
26 H 2.26029 1.14569 3.36814  0.309
27 H 0.65647 1.00006 4.74307  0.352
28 Br 5.59152 0.39836 2.26723  -0.167
29 C 5.91440 0.77462 0.38456  -0.733
30 C 4.64372 0.94008 -0.41160  -0.631
31 Br 3.78708 -0.78538 -0.82201  -0.092
32 H 6.54344 -0.02619 0.01072  0.426
33 H 6.47297 1.70783 0.38368  0.404
34 H 4.88978 1.37483 -1.37035  0.481
35 H 3.91373 1.54204 0.11251  0.237
36 Br -0.66863 5.33301 2.09434  -0.082
37 C 0.31685 6.86242 1.40175  -0.608
38 C 0.88901 6.57688 0.04399  -0.571
39 Br 2.42982 5.40449 0.18491  -0.143
40 H 1.08125 7.09493 2.13560  0.367
41 H -0.39616 7.68292 1.34950  0.334
42 H 1.25161 7.49015 -0.42248  0.373
43 H 0.18242 6.08867 -0.61922  0.347
44 Br 2.63271 1.81898 -1.92046  0.086
45 C 1.44119 2.65531 -3.22542  -0.178
46 C 1.95126 2.47066 -4.62621  -0.357
47 Br 3.44799 3.65306 -5.01771  -0.160
48 H 1.34705 3.69951 -2.94168  0.340
49 H 0.48166 2.16274 -3.10914  -0.104
50 H 1.18426 2.73560 -5.34790  0.074
51 H 2.29543 1.45965 -4.81882  0.374
52 Br 0.43927 4.55157 -7.33977  -0.113
53 C 1.64316 5.96252 -7.91865  -0.549
54 C 2.24000 5.66844 -9.26872  -0.601
55 Br 3.64210 4.32687 -9.16339  -0.122
56 H 2.39256 6.07036 -7.14063  0.335
57 H 1.03201 6.86123 -7.96267  0.348
58 H 2.72090 6.55741 -9.67026  0.344
59 H 1.50635 5.30039 -9.97809  0.372
60 Br -0.91697 0.42155 -1.74655  -0.058
61 C -2.63675 -0.24426 -2.35951  -0.468
62 C -2.50058 -1.00243 -3.65137  -0.577
63 Br -2.25196 0.19784 -5.16456  -0.161
64 H -3.29535 0.61375 -2.44235  0.380
65 H -2.99405 -0.89992 -1.56802  0.143
66 H -3.41223 -1.55477 -3.86667  0.382
67 H -1.65552 -1.68255 -3.64936  0.352
68 Br -8.31925 -2.78455 0.64734  -0.165
69 C -7.13997 -4.33172 0.71116  -0.638
70 C -6.07608 -4.18534 1.76445  -0.116
71 Br -4.65164 -2.97223 1.22278  -0.045
72 H -6.72582 -4.45083 -0.28412  0.364
73 H -7.78678 -5.17597 0.94004  0.383
74 H -5.57544 -5.13505 1.93491  -0.166
75 H -6.46362 -3.80492 2.70415  0.413
76 Br -4.31916 -8.31030 0.62984  -0.145
77 C -3.17309 -8.64407 2.16642  -0.544
78 C -3.88171 -8.33810 3.45785  -0.615
79 Br -3.99216 -6.42272 3.76119  -0.089
80 H -2.27893 -8.04528 2.02827  0.362
81 H -2.91708 -9.69972 2.11329  0.341
82 H -3.32468 -8.73452 4.30368  0.341
83 H -4.89609 -8.72186 3.48289  0.361


Entry from the Open Molecules 2025 dataset: a structure of composition C20H41CuO19V in a non-equilibrium geometry (wB97M-V/def2-TZVPD).

2S+1: 4
Energy relative to the best compared isomer or geometry (same formula, charge and spin), eV: 1.761
E_HOMO (alpha / beta), eV: -13.96 / -13.96
Net charge: +2

Last column: Löwdin spin population.
Geometry (Å):
1 V -3.96634 2.07365 -1.85291  2.946
2 Cu -1.23424 4.17668 -1.72015  0.006
3 C -0.31262 2.02355 0.55468  0.000
4 C -0.75572 1.50782 -0.78036  0.002
5 O -1.99885 2.06607 -1.20192  0.003
6 H 0.62832 1.57145 0.87614  0.000
7 H -1.02472 1.80298 1.35119  0.000
8 H -0.14680 3.09751 0.47493  0.000
9 H -0.80062 0.41471 -0.83718  -0.001
10 H 0.00054 1.72996 -1.54968  0.000
11 C -1.20628 -2.05646 -2.18867  0.000
12 O -1.63345 -3.40374 -2.32699  0.000
13 C -1.05310 -4.12194 -3.29053  0.000
14 O -0.35429 -3.66155 -4.15191  0.000
15 O -1.46644 -5.37008 -3.20302  0.000
16 C -0.95757 -6.32492 -4.12614  0.000
17 H -1.29743 -1.44922 -3.08756  0.000
18 H -0.20771 -2.14062 -1.75946  0.000
19 H -1.85700 -1.63997 -1.41960  0.000
20 H -0.35193 -5.88675 -4.91558  0.000
21 H -1.80605 -6.77397 -4.64513  0.000
22 H -0.43062 -7.12871 -3.62031  0.000
23 C 5.65934 -0.19382 1.70333  0.000
24 O 5.05231 0.32375 0.52755  0.000
25 C 4.31252 1.40248 0.59609  0.000
26 O 3.95097 1.91856 1.62559  0.000
27 O 3.97651 1.81180 -0.61713  0.000
28 C 3.11525 2.89123 -0.78750  0.000
29 H 4.96572 -0.80495 2.27876  0.000
30 H 5.94394 0.60533 2.39305  0.000
31 H 6.58091 -0.69910 1.43771  0.000
32 H 3.38322 3.83360 -0.31379  0.000
33 H 2.08364 2.60864 -0.55028  0.000
34 H 3.02676 3.08918 -1.85839  0.000
35 C -2.03197 -1.74227 1.46690  0.000
36 O -2.43531 -3.08678 1.57805  0.000
37 C -1.46379 -4.00385 1.56372  0.000
38 O -0.30126 -3.80798 1.35313  0.000
39 O -2.00604 -5.17111 1.88021  0.000
40 C -1.10636 -6.22603 2.14038  0.000
41 H -1.37715 -1.47475 0.63732  0.000
42 H -1.47854 -1.47705 2.37238  0.000
43 H -2.93888 -1.14128 1.43247  0.000
44 H -1.58320 -7.14331 2.47972  0.000
45 H -0.33452 -5.95160 2.85622  0.000
46 H -0.60172 -6.59441 1.24180  0.000
47 C 1.08805 5.36587 1.61350  0.000
48 O -0.06584 6.17512 1.88992  0.000
49 C -1.13671 6.07062 1.15264  0.000
50 O -1.29333 5.32127 0.18652  0.001
51 O -2.01014 6.96751 1.53914  0.000
52 C -3.21927 7.08901 0.79474  0.000
53 H 1.56066 5.59317 0.66174  0.000
54 H 0.85794 4.30777 1.69537  0.000
55 H 1.74263 5.58821 2.45039  0.000
56 H -3.83406 7.76991 1.37386  0.000
57 H -3.70710 6.12231 0.67656  0.000
58 H -3.12555 7.52118 -0.20265  0.000
59 C -4.38317 -1.31495 -4.45428  0.000
60 O -3.17400 -0.68706 -4.90503  0.003
61 C -2.86938 0.51600 -4.55772  0.005
62 O -3.48809 1.22586 -3.74858  0.032
63 O -1.80764 0.88553 -5.22253  0.003
64 C -1.10903 2.03044 -4.77899  0.000
65 H -4.82292 -1.86070 -5.28509  0.000
66 H -5.14653 -0.54607 -4.30294  0.000
67 H -4.23686 -1.93463 -3.57608  0.000
68 H -0.22992 2.12067 -5.41872  0.000
69 H -0.64234 1.98495 -3.79070  0.000
70 H -1.62999 2.98012 -4.91695  0.000
71 C 1.73106 0.36178 3.99346  0.000
72 O 2.85529 -0.49833 4.00411  0.000
73 C 2.78642 -1.65498 4.66595  0.000
74 O 1.80129 -2.07464 5.20116  0.000
75 O 3.99498 -2.21078 4.61354  0.000
76 C 4.20079 -3.30608 5.48646  0.000
77 H 1.72732 0.95409 4.90699  0.000
78 H 0.82907 -0.25832 4.03724  0.000
79 H 1.69657 0.92420 3.06717  0.000
80 H 4.71164 -3.05884 6.41657  0.000
81 H 4.86102 -4.02890 5.00105  0.000
82 H 3.32766 -3.91406 5.71507  0.000